(1)
{"formula": "C10H13N2", "method": "ωB97M-V/def2-TZVPD", "orbital_gap_ev": 7.8524, "total_charge": 1, "smiles": "CCC=[N+]=C1C=CC=C/C1=N\\C", "species": ["C", "C", "C", "N", "C", "C", "C", "C", "C", "C", "N", "C", "H", "H", "H", "H", "H", "H", "H", "H", "H", "H", "H", "H", "H"], "positions_angstrom": [[-0.633, -1.324, -2.472], [-1.457, -1.896, -1.297], [-0.756, -1.743, -0.082], [0.498, -1.494, 0.038], [1.147, -0.445, 0.399], [2.551, -0.347, 0.658], [2.997, 0.853, 1.203], [2.054, 1.948, 1.481], [0.748, 1.928, 1.332], [0.171, 0.726, 0.747], [-1.018, 0.457, 0.388], [-2.227, 1.239, 0.505], [0.196, -2.086, -2.763], [-0.151, -0.485, -2.095], [-1.100, -1.018, -3.345], [-1.634, -2.945, -1.291], [-2.392, -1.447, -1.274], [-1.286, -1.726, 0.894], [3.206, -1.188, 0.373], [4.040, 0.920, 1.490], [2.468, 2.772, 1.975], [0.314, 2.929, 1.396], [-3.046, 0.546, 0.452], [-2.238, 2.045, -0.157], [-2.454, 1.781, 1.444]]}


(2)
{"formula": "C10H13N2O", "method": "ωB97M-V/def2-TZVPD", "orbital_gap_ev": 8.4960, "total_charge": 1, "species": ["C", "C", "C", "C", "C", "C", "C", "C", "C", "C", "N", "N", "O", "H", "H", "H", "H", "H", "H", "H", "H", "H", "H", "H", "H", "H"], "positions_angstrom": [[-3.376, -1.002, 0.446], [-2.424, -2.032, 0.641], [-3.040, 0.259, -0.020], [-1.140, -1.701, 0.641], [-1.673, 0.653, -0.042], [-0.792, -0.375, 0.403], [1.375, 0.162, 1.835], [-1.163, 1.952, -0.459], [1.256, 1.113, 0.959], [1.665, 2.413, 0.568], [0.649, -0.189, 0.572], [2.027, -1.575, -1.435], [-2.230, 2.764, -0.421], [-4.452, -1.346, 0.533], [-2.653, -3.010, 0.903], [-3.662, 1.082, -0.368], [-0.486, -2.534, 0.902], [1.807, -0.358, 2.607], [0.760, 3.107, 0.397], [2.227, 2.438, -0.488], [2.342, 2.798, 1.450], [1.259, -0.632, -0.205], [2.827, -2.127, -1.291], [2.216, -0.706, -1.905], [1.299, -2.073, -1.951], [-1.872, 3.611, -0.716]]}


(3)
{"formula": "C10H13N2O3", "method": "ωB97M-V/def2-TZVPD", "orbital_gap_ev": 10.4349, "total_charge": 1, "smiles": "O=C1CC[N@@+](c2ccccc2)(C(O)O)N1", "species": ["O", "C", "C", "C", "N", "C", "C", "C", "C", "C", "C", "C", "O", "O", "N", "H", "H", "H", "H", "H", "H", "H", "H", "H", "H", "H", "H", "H"], "positions_angstrom": [[-0.130, 2.944, -2.243], [0.325, 2.055, -1.647], [1.253, 0.951, -2.049], [1.786, 0.287, -0.751], [0.581, 0.501, 0.126], [-0.468, -0.567, 0.021], [0.001, -1.823, 0.492], [-0.889, -2.889, 0.495], [-2.283, -2.701, 0.214], [-2.715, -1.483, -0.294], [-1.768, -0.354, -0.370], [0.985, 0.780, 1.572], [2.083, 1.551, 1.603], [-0.195, 1.232, 2.091], [0.102, 1.756, -0.299], [0.618, 0.201, -2.498], [1.901, 1.482, -2.769], [1.956, -0.910, -0.805], [2.615, 0.685, -0.201], [1.027, -1.987, 0.826], [-0.455, -3.818, 0.919], [-2.897, -3.520, 0.357], [-3.723, -1.298, -0.363], [-2.031, 0.510, -0.947], [1.225, -0.272, 1.903], [1.930, 2.514, 1.577], [-0.177, 1.943, 2.759], [-0.655, 2.230, 0.280]]}


(4)
{"formula": "C10H13N2O5SW", "method": "ωB97M-V/def2-TZVPD", "s2": 2.064, "orbital_gap_ev": [5.7685, 4.3762], "total_charge": 3, "spin_multiplicity": 3, "species": ["O", "C", "W", "C", "O", "C", "O", "C", "O", "C", "O", "H", "C", "N", "C", "C", "S", "N", "C", "C", "H", "H", "H", "H", "H", "H", "H", "H", "H", "H", "H", "H"], "positions_angstrom": [[2.434, -5.159, -6.147], [1.745, -4.697, -5.328], [0.855, -2.011, -1.583], [-0.678, -1.535, -0.386], [-1.558, -1.297, 0.343], [2.346, -1.042, -0.739], [3.299, -0.550, -0.264], [0.721, -0.575, -3.043], [0.678, 0.320, -3.780], [1.465, -3.732, -0.621], [1.847, -4.642, 0.035], [2.176, -2.473, -2.610], [1.293, 0.122, 2.201], [-0.019, 0.692, 1.844], [-1.029, 0.448, 2.904], [-0.320, 1.166, 0.611], [0.654, 0.809, -0.773], [-1.345, 1.976, 0.295], [-2.167, 2.637, 1.327], [-1.554, 2.414, -1.090], [1.574, 0.516, 3.183], [2.062, 0.404, 1.482], [1.276, -0.975, 2.289], [-1.332, 1.419, 3.317], [-1.886, -0.122, 2.528], [-0.554, -0.121, 3.709], [-1.518, 3.156, 2.043], [-2.802, 3.361, 0.816], [-2.801, 1.882, 1.807], [-0.661, 2.893, -1.520], [-1.834, 1.573, -1.739], [-2.366, 3.144, -1.111]]}


(5)
{"formula": "C10H13N2P", "method": "ωB97M-V/def2-TZVPD", "orbital_gap_ev": 7.9576, "total_charge": 0, "smiles": "CN1C=PN(C)[C@@H]1c1ccccc1", "species": ["C", "N", "C", "P", "N", "C", "C", "C", "C", "C", "C", "C", "C", "H", "H", "H", "H", "H", "H", "H", "H", "H", "H", "H", "H", "H"], "positions_angstrom": [[-1.166, 2.605, 0.020], [-0.849, 1.349, 0.545], [-1.853, 0.818, 1.469], [-2.753, -0.488, 0.890], [-1.865, -0.642, -0.471], [-2.141, -1.408, -1.622], [-0.470, 0.468, -0.484], [0.771, -0.230, -0.077], [1.910, -0.184, -0.845], [3.090, -0.653, -0.319], [3.148, -1.349, 0.870], [1.972, -1.394, 1.600], [0.856, -0.780, 1.183], [-0.161, 3.077, -0.128], [-1.499, 2.694, -0.957], [-1.748, 3.216, 0.641], [-2.024, 1.572, 2.240], [-1.250, -1.955, -2.017], [-2.892, -2.133, -1.352], [-2.605, -0.752, -2.405], [-0.421, 0.743, -1.582], [1.938, 0.137, -1.886], [3.941, -0.693, -0.964], [4.114, -1.735, 1.171], [1.914, -1.643, 2.636], [0.042, -0.640, 1.842]]}


(6)
{"formula": "C10H13N2S2", "method": "ωB97M-V/def2-TZVPD", "s2": 2.015, "orbital_gap_ev": [5.6323, 5.5231], "total_charge": 1, "spin_multiplicity": 3, "species": ["C", "C", "C", "C", "C", "C", "C", "C", "C", "C", "N", "N", "S", "S", "H", "H", "H", "H", "H", "H", "H", "H", "H", "H", "H", "H", "H"], "positions_angstrom": [[-0.087, -2.415, 0.422], [-1.471, -2.349, 0.365], [-1.468, 0.170, 0.232], [0.575, -1.229, 0.320], [-2.108, -1.120, 0.180], [-0.096, 0.086, 0.318], [-3.818, 0.887, -0.006], [2.252, 0.176, 1.172], [-2.036, 2.549, -0.146], [2.581, -0.938, -1.022], [-2.392, 1.168, 0.020], [2.061, -1.051, 0.386], [-3.861, -0.925, -0.045], [1.134, 1.382, 0.420], [0.584, -3.333, 0.309], [-1.983, -3.320, 0.154], [-4.199, 1.256, 0.869], [-4.453, 1.245, -0.820], [2.156, -0.001, 2.245], [3.260, 0.675, 1.191], [-2.338, 3.104, -1.045], [-2.544, 3.301, 0.529], [-0.915, 2.598, -0.162], [1.890, -1.562, -1.650], [2.584, 0.132, -1.272], [3.623, -1.367, -1.192], [2.317, -1.957, 0.922]]}


(7)
{"formula": "C10H13N3O", "method": "ωB97M-V/def2-TZVPD", "orbital_gap_ev": 9.6642, "total_charge": 0, "smiles": "O=NN1CCN[C@H]1Cc1ccccc1", "species": ["O", "N", "N", "C", "C", "N", "C", "C", "C", "C", "C", "C", "C", "C", "H", "H", "H", "H", "H", "H", "H", "H", "H", "H", "H", "H", "H"], "positions_angstrom": [[1.079, 2.768, -0.528], [0.682, 1.640, -0.757], [1.473, 0.744, -0.221], [2.848, 0.936, 0.258], [3.499, -0.462, -0.050], [2.336, -1.364, -0.043], [1.070, -0.711, -0.387], [-0.022, -1.112, 0.624], [-1.401, -0.573, 0.386], [-2.273, -1.086, -0.574], [-3.604, -0.596, -0.757], [-3.915, 0.683, -0.265], [-2.917, 1.292, 0.630], [-1.729, 0.656, 0.964], [2.916, 1.194, 1.360], [3.349, 1.833, -0.211], [4.384, -0.661, 0.629], [3.892, -0.539, -1.074], [2.681, -2.189, -0.557], [0.682, -0.826, -1.385], [0.382, -0.970, 1.571], [-0.079, -2.201, 0.615], [-1.959, -2.007, -1.011], [-4.256, -1.108, -1.440], [-4.937, 1.153, -0.200], [-3.166, 2.334, 0.907], [-1.016, 1.170, 1.515]]}


(8)
{"formula": "C10H13N3S", "method": "ωB97M-V/def2-TZVPD", "s2": 2.028, "orbital_gap_ev": [5.2781, 7.1112], "total_charge": 0, "spin_multiplicity": 3, "species": ["C", "C", "C", "C", "C", "C", "C", "C", "C", "C", "N", "N", "N", "S", "H", "H", "H", "H", "H", "H", "H", "H", "H", "H", "H", "H", "H"], "positions_angstrom": [[3.036, 1.939, 0.581], [4.263, 1.416, 0.163], [1.912, 1.147, 0.661], [4.395, 0.091, -0.190], [1.794, -2.390, -0.144], [2.018, -0.198, 0.317], [1.088, -1.295, 0.288], [3.266, -0.714, -0.112], [-3.591, 0.873, -0.669], [-2.315, 0.164, -0.989], [-0.228, -1.323, 0.633], [3.101, -2.038, -0.383], [-2.464, -0.873, 1.656], [-1.139, -0.092, 0.906], [2.978, 2.985, 0.845], [5.126, 2.065, 0.117], [0.965, 1.555, 0.986], [5.345, -0.310, -0.516], [1.455, -3.395, -0.300], [-4.167, 0.317, 0.068], [-3.392, 1.869, -0.279], [-4.200, 0.978, -1.571], [-1.619, 0.730, -1.592], [-2.418, -0.860, -1.314], [3.820, -2.657, -0.717], [-2.417, -0.816, 2.667], [-2.475, -1.848, 1.375]]}


(9)
{"formula": "C10H13N4S", "method": "ωB97M-V/def2-TZVPD", "orbital_gap_ev": 8.3422, "total_charge": 1, "species": ["C", "C", "C", "C", "C", "C", "C", "C", "C", "C", "N", "N", "N", "N", "S", "H", "H", "H", "H", "H", "H", "H", "H", "H", "H", "H", "H", "H"], "positions_angstrom": [[3.992, 1.406, 0.185], [3.070, 2.251, -0.265], [1.388, 0.555, -0.359], [3.714, -0.032, 0.294], [2.400, -0.327, -0.101], [-0.425, -1.345, -0.878], [-4.393, -0.640, 0.143], [-3.714, 0.593, -0.384], [-3.143, -1.049, 0.918], [-2.326, -0.017, 0.137], [0.404, -2.059, -0.359], [1.744, 1.857, -0.427], [4.626, -0.931, 0.701], [-1.526, -0.636, -0.949], [1.948, -2.027, -0.001], [4.929, 1.736, 0.401], [3.099, 3.265, -0.281], [-5.403, -0.600, 0.610], [-4.458, -1.258, -0.623], [-3.659, 0.654, -1.486], [-3.781, 1.621, -0.051], [-3.186, -0.754, 1.977], [-2.668, -2.041, 1.023], [-1.586, 0.507, 0.651], [0.929, 2.616, -0.598], [5.615, -0.503, 0.758], [4.541, -1.939, 0.676], [-2.134, -0.904, -1.713]]}


(10)
{"formula": "C10H13NO", "method": "ωB97M-V/def2-TZVPD", "orbital_gap_ev": 8.4341, "total_charge": 0, "smiles": "Cc1c[nH]c2ccccc12.CO", "species": ["C", "C", "C", "N", "C", "C", "C", "C", "C", "C", "H", "H", "H", "H", "H", "H", "H", "H", "H", "C", "O", "H", "H", "H", "H"], "positions_angstrom": [[-2.770, -0.849, 0.702], [-1.383, -0.461, 0.451], [-0.696, -1.146, -0.481], [0.668, -0.767, -0.418], [0.738, 0.357, 0.396], [1.872, 1.098, 0.886], [1.785, 1.930, 1.929], [0.492, 2.072, 2.656], [-0.584, 1.410, 2.109], [-0.493, 0.546, 1.016], [-2.739, -1.895, 1.067], [-3.458, -0.707, -0.259], [-3.302, -0.417, 1.491], [-1.043, -2.056, -1.178], [1.308, -1.231, -0.904], [2.713, 1.045, 0.099], [2.383, 2.598, 2.446], [0.305, 2.888, 3.362], [-1.611, 1.479, 2.463], [-0.239, -1.493, -3.845], [1.034, -1.340, -3.123], [-0.952, -1.578, -3.095], [-0.208, -2.430, -4.466], [-0.309, -0.561, -4.400], [1.639, -1.836, -3.638]]}


(11)
{"formula": "C10H13NO", "method": "ωB97M-V/def2-TZVPD", "orbital_gap_ev": 8.3852, "total_charge": 0, "smiles": "Cc1c[nH]c2ccccc12.CO", "species": ["C", "C", "C", "N", "C", "C", "C", "C", "C", "C", "H", "H", "H", "H", "H", "H", "H", "H", "H", "C", "O", "H", "H", "H", "H"], "positions_angstrom": [[-2.114, -0.007, -2.677], [-1.426, 0.085, -1.347], [-1.842, -0.413, -0.155], [-0.904, -0.222, 0.830], [0.169, 0.409, 0.258], [1.346, 0.851, 0.870], [2.247, 1.553, 0.098], [1.918, 1.893, -1.232], [0.770, 1.434, -1.832], [-0.140, 0.671, -1.084], [-2.134, 0.984, -3.138], [-3.152, -0.310, -2.556], [-1.456, -0.570, -3.339], [-2.746, -0.967, 0.036], [-0.984, -0.478, 1.802], [1.667, 0.443, 1.818], [3.174, 1.959, 0.484], [2.603, 2.513, -1.800], [0.575, 1.659, -2.873], [0.690, -2.505, 2.175], [-0.440, -2.149, 2.977], [0.525, -2.038, 1.211], [1.633, -2.098, 2.550], [0.837, -3.581, 2.140], [-0.181, -2.108, 3.906]]}


(12)
{"formula": "C10H13NOS2", "method": "ωB97M-V/def2-TZVPD", "orbital_gap_ev": 8.7765, "total_charge": 0, "smiles": "Cc1cc(=O)cc(N2CCSCC2)s1", "species": ["C", "C", "C", "C", "O", "C", "C", "N", "C", "C", "S", "C", "C", "S", "H", "H", "H", "H", "H", "H", "H", "H", "H", "H", "H", "H", "H"], "positions_angstrom": [[-1.109, 0.547, -3.816], [-0.829, 0.923, -2.402], [-0.996, 2.218, -1.990], [-0.864, 2.686, -0.587], [-1.173, 3.841, -0.331], [-0.525, 1.810, 0.491], [-0.238, 0.459, 0.283], [0.090, -0.265, 1.408], [-0.649, -1.510, 1.698], [0.110, -2.775, 1.421], [1.787, -2.696, 2.143], [2.375, -1.085, 1.497], [1.422, 0.014, 1.978], [-0.210, -0.313, -1.310], [-0.233, 0.064, -4.275], [-1.392, 1.426, -4.401], [-1.925, -0.174, -3.849], [-1.276, 2.976, -2.682], [-0.529, 2.226, 1.500], [-1.612, -1.506, 1.193], [-0.902, -1.483, 2.765], [0.136, -2.989, 0.326], [-0.467, -3.561, 1.931], [2.433, -1.068, 0.390], [3.364, -0.819, 1.895], [1.406, 0.049, 3.043], [1.807, 1.007, 1.682]]}


no.,electronic energy (hartree)
1,-498.00516
2,-573.15339
3,-723.76849
4,-1338.47845
5,-839.59988
6,-1294.31440
7,-628.23928
8,-951.14780
9,-1005.65181
10,-518.75522
11,-518.83409
12,-1315.17898